No. 1
{"formula": "C43H55ClN2O11P", "method": "the ωB97M-V functional and the def2-TZVPD basis", "charge": 1, "gap_ha": 0.176, "relative_energy_kcal_mol": 0.00, "symbols": ["C", "C", "C", "N", "C", "C", "C", "C", "C", "C", "C", "C", "C", "C", "C", "C", "C", "C", "C", "C", "C", "C", "C", "C", "C", "C", "O", "P", "O", "O", "C", "C", "Cl", "C", "C", "C", "C", "N", "H", "H", "H", "H", "H", "H", "H", "H", "H", "H", "H", "H", "H", "H", "H", "H", "H", "H", "H", "H", "H", "H", "H", "H", "H", "H", "H", "H", "H", "H", "H", "H", "H", "H", "H", "H", "H", "H", "H", "H", "H", "H", "H", "H", "H", "H", "H", "C", "C", "C", "O", "C", "C", "C", "O", "O", "O", "H", "H", "H", "H", "C", "C", "C", "O", "C", "C", "C", "O", "O", "O", "H", "H", "H", "H"], "xyz": [[0.73, 2.70, 4.07], [0.64, 2.54, 2.75], [-0.56, 1.80, 2.21], [-0.48, 1.23, 0.80], [0.90, 0.64, 0.72], [-1.47, 0.08, 0.79], [-2.55, 0.04, -0.32], [-3.15, -1.39, -0.30], [-2.88, -2.26, 0.91], [-3.41, -2.03, 2.18], [-3.13, -2.88, 3.25], [-2.33, -4.00, 3.07], [-1.78, -4.25, 1.82], [-0.90, -5.45, 1.57], [-2.05, -3.38, 0.77], [-3.62, 1.13, 0.01], [-5.11, 0.89, -0.19], [-5.82, 1.22, -1.34], [-7.18, 0.99, -1.45], [-7.90, 0.43, -0.40], [-7.22, 0.12, 0.78], [-7.97, -0.44, 1.97], [-5.85, 0.35, 0.87], [-1.78, 0.30, -1.68], [-0.73, -0.86, -1.89], [-0.92, -1.82, -3.05], [0.31, -2.53, -3.26], [-3.12, 0.40, -2.96], [-3.23, 1.68, -3.99], [-4.03, -0.90, -3.37], [-1.08, 1.70, -1.68], [0.00, 1.97, -2.76], [-0.29, 1.17, -4.36], [1.49, 1.72, -2.46], [2.37, 2.88, -3.01], [-0.76, 2.26, -0.26], [0.18, 3.47, -0.24], [-0.31, 4.48, -1.20], [1.14, 3.63, 4.44], [0.39, 1.97, 4.79], [1.42, 2.95, 2.12], [-0.64, 0.97, 2.90], [-1.47, 2.39, 2.32], [1.65, 1.39, 0.51], [0.95, -0.08, -0.09], [1.10, 0.07, 1.62], [-2.04, 0.06, 1.71], [-0.87, -0.82, 0.83], [-4.23, -1.37, -0.45], [-2.80, -1.98, -1.15], [-4.04, -1.17, 2.37], [-3.53, -2.67, 4.22], [-2.11, -4.68, 3.88], [-1.41, -6.36, 1.84], [0.03, -5.36, 2.13], [-0.63, -5.52, 0.51], [-1.63, -3.57, -0.21], [-3.49, 1.41, 1.06], [-3.40, 2.05, -0.53], [-5.31, 1.68, -2.17], [-7.71, 1.24, -2.36], [-8.96, 0.22, -0.45], [-7.34, -1.12, 2.54], [-8.34, 0.34, 2.62], [-8.81, -1.03, 1.60], [-5.38, 0.11, 1.82], [-0.71, -1.50, -1.01], [0.29, -0.48, -1.97], [-1.13, -1.33, -4.00], [-1.66, -2.59, -2.80], [0.74, -2.57, -2.39], [-3.44, 1.45, -4.90], [-3.60, -1.76, -3.33], [-1.91, 2.34, -1.97], [-0.09, 3.01, -3.04], [1.75, 1.58, -1.42], [1.82, 0.83, -2.99], [1.87, 3.43, -3.80], [2.72, 3.54, -2.23], [3.26, 2.44, -3.46], [-1.66, 2.74, 0.12], [0.13, 3.95, 0.73], [1.23, 3.24, -0.41], [-1.32, 4.43, -1.27], [-0.04, 5.40, -0.88], [4.25, -2.12, -0.68], [5.53, -2.51, -0.67], [6.30, -2.73, -1.95], [7.46, -3.07, -1.85], [5.61, -2.53, -3.21], [4.32, -2.14, -3.22], [3.57, -1.90, -1.94], [2.42, -1.52, -2.03], [3.63, -1.95, -4.33], [6.20, -2.73, 0.44], [3.69, -1.96, 0.23], [6.16, -2.71, -4.13], [2.72, -1.69, -4.06], [7.10, -2.99, 0.18], [7.24, 2.37, 3.55], [6.29, 1.66, 4.17], [5.80, 0.34, 3.62], [4.94, -0.25, 4.25], [6.37, -0.14, 2.37], [7.31, 0.58, 1.75], [7.82, 1.88, 2.31], [8.69, 2.46, 1.69], [7.87, 0.19, 0.61], [5.71, 2.05, 5.30], [7.60, 3.32, 3.93], [6.00, -1.08, 1.98], [8.52, 0.88, 0.38], [5.07, 1.35, 5.53]], "mulliken_charge": [-1.215, -0.306, -0.565, 1.540, -1.472, -2.343, 2.154, -0.347, -0.891, 0.776, -1.525, -0.545, 0.554, -1.690, -0.318, -0.361, -1.184, -0.207, -1.273, -0.669, 0.400, -1.531, -0.447, 2.624, -0.673, -0.836, -0.551, 0.001, -0.435, -0.572, -2.523, -0.956, -0.178, -0.142, -1.694, -0.420, -1.438, -0.439, 0.300, 0.326, 0.372, 0.804, 0.326, 0.706, 0.201, 0.451, 1.033, 0.272, 0.630, 0.250, 0.492, 0.439, 0.473, 0.403, 0.341, 0.365, 0.209, 0.673, 0.423, 0.724, 0.420, 0.444, 0.331, 0.318, 0.406, 0.455, 0.251, -0.488, 0.400, 0.296, 0.295, 0.331, 0.381, 1.976, 1.467, -0.110, 0.253, 0.343, 0.334, 0.466, 0.638, 0.723, 0.138, 0.193, 0.330, -0.982, 0.176, 1.031, -0.604, -0.930, 0.482, 0.527, -0.226, -0.650, -0.565, 0.535, 0.492, 0.305, 0.330, -1.001, 0.253, 1.005, -0.657, -0.791, 0.285, 0.825, -0.612, -0.500, -0.570, 0.440, 0.562, 0.368, 0.365]}

***

No. 2
{"formula": "C8H15BFI2O2S", "method": "the ωB97M-V functional and the def2-TZVPD basis", "charge": -1, "gap_ha": 0.274, "symbols": ["C", "C", "I", "C", "I", "B", "F", "C", "C", "C", "O", "H", "H", "H", "H", "H", "H", "H", "H", "H", "C", "S", "O", "C", "H", "H", "H", "H", "H", "H"], "xyz": [[-3.29, 3.22, 2.37], [-2.19, 3.33, 1.33], [-2.92, 3.61, -0.69], [-0.88, 3.26, 1.56], [-0.18, 2.94, 3.60], [0.31, 3.41, 0.44], [0.13, 4.71, -0.22], [0.34, 2.23, -0.69], [1.19, 1.00, -0.11], [0.33, -0.31, 0.16], [1.35, -0.11, -1.00], [-3.89, 2.30, 2.17], [-2.94, 3.17, 3.41], [-4.01, 4.07, 2.31], [1.41, 3.46, 0.96], [-0.63, 1.74, -0.90], [0.93, 2.48, -1.59], [2.01, 1.23, 0.62], [-0.61, -0.22, -0.41], [0.81, -1.26, 0.42], [1.55, -3.35, -2.15], [0.35, -4.65, -1.82], [-0.74, -4.06, -1.00], [1.40, -5.59, -0.70], [1.09, -2.61, -2.81], [1.84, -2.86, -1.22], [2.42, -3.78, -2.64], [1.70, -4.96, 0.14], [2.28, -5.94, -1.24], [0.84, -6.45, -0.33]], "nbo_charge": [-0.670, -0.186, 0.084, -0.296, 0.020, 0.422, -0.564, -0.686, 0.119, -0.203, -0.582, 0.213, 0.229, 0.211, -0.119, 0.199, 0.219, 0.191, 0.197, 0.206, -0.831, 1.240, -0.977, -0.834, 0.254, 0.244, 0.217, 0.232, 0.220, 0.232]}

***

One value per record, in order, for LUMO energy: -3.67 2.32 eV.
One value per record, in order, for E: -92785.88286 -43063.93622 eV.